ORCA calculation (ωB97M-V with the def2-TZVPD basis set) on a molecular structure, C18H21FKNO6PTe.

CARTESIAN COORDINATES (ANGSTROEM)
1 K -0.24131 0.01018 -0.51623
2 C -7.84651 -0.62772 -0.96950
3 C -7.50895 -1.84500 -0.11146
4 C -8.24797 -3.05844 -0.65647
5 C -7.83367 -4.32615 0.06872
6 C -6.35131 -4.51593 -0.08116
7 C -5.79208 -5.77008 -0.16297
8 C -4.41253 -5.91048 -0.26801
9 F -3.90501 -7.16375 -0.34435
10 C -3.58060 -4.83139 -0.28390
11 C -4.12988 -3.54632 -0.20499
12 C -3.21064 -2.38989 -0.16872
13 O -1.99812 -2.52262 -0.31780
14 C -3.86036 -1.11947 0.06571
15 C -5.20122 -1.03351 0.07728
16 N -6.05716 -2.09868 -0.07020
17 C -5.52077 -3.37674 -0.12749
18 C -2.94667 0.08498 0.23896
19 O -2.33759 0.14354 1.32521
20 O -2.80884 0.82131 -0.76424
21 H -8.93030 -0.56182 -1.07653
22 H -7.40434 -0.73317 -1.96149
23 H -7.50250 0.30973 -0.53951
24 H -7.85748 -1.66125 0.91295
25 H -8.03006 -3.15708 -1.72437
26 H -9.31909 -2.87886 -0.55212
27 H -8.36600 -5.19604 -0.31816
28 H -8.09092 -4.23613 1.12996
29 H -6.41606 -6.65504 -0.13646
30 H -2.50530 -4.92759 -0.35242
31 H -5.67242 -0.07052 0.20550
32 C 5.55701 1.55434 -3.00744
33 C 4.34094 1.81678 -3.87457
34 O 3.15492 1.86111 -3.08653
35 P 2.27496 0.57359 -2.65033
36 O 2.31151 0.36554 -1.17972
37 Te 2.67468 -1.29046 -4.08918
38 O 0.76501 1.14802 -2.88482
39 C 0.26595 1.50248 -4.17426
40 C 0.36329 3.00069 -4.39696
41 H 6.46586 1.59032 -3.61200
42 H 5.47467 0.56343 -2.55880
43 H 5.62812 2.29512 -2.21003
44 H 4.24943 1.04068 -4.63715
45 H 4.40865 2.79030 -4.36487
46 H -0.77649 1.18196 -4.20092
47 H 0.80951 0.94794 -4.94337
48 H -0.19284 3.53356 -3.62464
49 H -0.05518 3.26053 -5.37193
50 H 1.40325 3.32356 -4.36012

Computed properties:
- ΔE to the lowest compared entry with this formula, charge and spin (kcal/mol) = 0.33
- E_LUMO (eV) = 2.1736
- spin multiplicity = 1
- net charge = -1
- gap between HOMO and LUMO (eV) = 6.37